This record from the OMol25 dataset describes a structure of composition C48H40N2O3P2W. The level of theory is the ωB97M-V functional and the def2-TZVPD basis.

## Properties
2S+1 = 1
E_tot = -79939.21993 eV
Relative energy (zero: lowest compared OMol25 entry of this formula, charge and spin) = 0.0 kcal/mol
Kohn-Sham gap (alpha / beta) = 6.588 / 6.586 eV
Charge = +2

Element x y z (Å)
C: -2.35 -2.10 -2.99
C: 0.61 2.29 -3.48
H: -4.26 4.13 -0.32
H: -2.66 1.78 5.46
H: -4.15 -1.34 1.19
C: 0.76 -2.86 0.28
H: 1.92 2.69 -6.58
H: -2.39 1.11 -4.08
C: -0.66 2.37 4.93
C: 2.36 -5.53 2.35
H: -0.31 2.47 -2.94
H: 2.23 -6.58 2.56
C: -4.13 3.06 -0.44
C: 5.02 0.60 0.98
H: -4.66 -3.40 2.41
C: 1.86 2.43 -5.53
O: 0.97 -1.51 0.12
C: 0.01 1.89 2.69
H: 4.36 -2.91 3.17
N: -0.19 -3.41 -0.37
C: -2.75 0.09 -4.20
C: 4.73 -1.13 -0.67
O: -1.21 -0.15 -2.38
H: 4.05 -5.31 3.65
H: -2.73 -4.64 -2.81
C: -3.37 -1.83 1.75
C: 2.71 -2.81 1.81
W: -0.15 -0.41 -0.90
C: 5.45 -0.57 0.38
C: 1.02 5.55 0.82
H: 6.36 -1.05 0.72
C: -1.11 -1.91 2.59
C: 1.73 1.76 -2.84
H: 2.06 4.16 -2.08
H: 0.70 -5.43 0.99
C: -1.68 -2.96 -2.03
C: -2.17 1.23 3.45
C: -3.12 2.41 0.26
H: -5.49 0.40 -2.03
C: -2.68 -3.62 3.21
C: 1.71 4.23 -1.05
H: 3.90 1.77 -5.43
H: 0.84 6.52 1.27
H: -0.65 -3.54 3.90
C: 3.56 -3.46 2.69
H: -0.12 -1.48 2.69
N: -0.86 -2.46 -1.15
C: 1.47 3.06 -0.32
C: 2.91 1.58 -3.54
C: 0.80 4.41 1.57
C: -2.96 1.03 0.13
C: -2.11 -0.79 -3.17
C: -2.08 -1.30 1.80
C: 1.50 -4.89 1.47
C: 3.14 0.67 -0.51
O: 0.94 1.96 1.67
H: -3.12 0.74 3.28
C: -3.66 -2.99 2.45
C: -4.82 0.97 -1.40
C: 0.68 2.63 -4.83
C: 1.04 3.17 1.00
H: 5.58 1.03 1.80
C: 0.30 2.41 3.94
C: 3.38 -4.81 2.96
C: -3.81 0.31 -0.72
H: 0.44 4.49 2.59
H: -1.02 -4.94 -2.46
H: -2.47 2.98 0.92
H: 3.80 1.20 -3.05
C: -1.91 1.80 4.68
H: 5.07 -2.04 -1.15
H: -2.92 -4.52 3.76
H: 1.27 2.85 4.12
H: -3.83 0.08 -4.08
H: -2.51 -0.26 -5.20
H: -3.68 -0.75 -0.85
P: -1.57 0.24 0.98
H: -3.05 -2.58 -3.65
H: 2.85 -1.76 1.58
H: -2.16 -4.83 -1.13
C: -1.93 -4.43 -2.12
C: -1.41 -3.07 3.29
C: -1.20 1.26 2.43
C: 1.50 5.47 -0.48
C: -4.98 2.34 -1.26
C: 3.86 1.22 0.54
P: 1.58 1.43 -1.06
H: -0.18 3.06 -5.32
H: 3.53 2.14 1.01
C: 2.97 1.91 -4.89
H: -5.78 2.84 -1.79
H: 3.02 -0.95 -1.94
H: -0.44 2.78 5.91
C: 1.68 -3.53 1.20
C: 3.57 -0.51 -1.11
H: 1.69 6.37 -1.05